<P>
# C4H9N4

The ion C4H9N4 with charge +1 (ωB97M-V with the def2-TZVPD basis set, the Open Molecules 2025 dataset).

Computed properties:
SMILES string: CN1C=N[C@]2(C)[NH2+]N12
orbital gap: 10.4 eV

```
! wB97M-V def2-TZVPD RIJCOSX def2/J DEFGRID3
* xyz 1 1
C 1.83399 -1.39117 -1.21111
N 0.80203 -0.98429 -0.31972
C 0.27201 -1.57985 0.78262
N -0.79693 -0.97387 1.18865
C -1.01617 0.09905 0.41162
C -1.90238 1.14775 1.06001
N -1.08345 -0.02563 -1.08856
N 0.17884 0.20286 -0.54824
H 2.68120 -1.88635 -0.57374
H 1.42126 -2.07354 -1.97080
H 2.35174 -0.49974 -1.73715
H 0.82303 -2.41957 1.18840
H -1.54680 1.10427 2.10697
H -1.83795 2.16992 0.60417
H -2.87830 0.86222 0.97854
H -1.46490 0.87252 -1.48266
H -1.19753 -0.92227 -1.56165
*
```

=====

<Q>
# C4H9N4

The ion C4H9N4 with charge +1 (ωB97M-V with the def2-TZVPD basis set, the Open Molecules 2025 dataset).

Computed properties:
SMILES string: [H]/N=C1/N=C[N+](C)(C)N1
orbital gap: 9.5 eV

```
! wB97M-V def2-TZVPD RIJCOSX def2/J DEFGRID3
* xyz 1 1
H -0.31468 3.78544 0.14165
N 0.24413 3.11487 -0.39019
C 0.49942 1.91303 -0.29072
N 1.22355 1.10789 -1.04613
C 0.94210 -0.07550 -1.14091
N -0.09327 -0.44676 0.01945
C -1.19438 -1.31747 -0.36208
C 0.73313 -1.06245 1.12942
N -0.50799 0.71142 0.52271
H 1.25359 -0.69108 -2.02377
H -1.49574 -1.04199 -1.40024
H -0.67374 -2.38267 -0.36346
H -1.90142 -1.34917 0.40489
H 0.06981 -1.44138 1.94671
H 1.49839 -1.75925 0.85496
H 1.13516 -0.19086 1.65976
H -1.41805 1.12594 0.33795
*
```

=====

<R>
# C4H9N4

The ion C4H9N4 with charge +1 (ωB97M-V with the def2-TZVPD basis set, the Open Molecules 2025 dataset).

Computed properties:
SMILES string: [H]/N=N/N=C\[NH+]=C/CC
orbital gap (spin up / spin down): 7.4 / 7.4 eV

```
! wB97M-V def2-TZVPD RIJCOSX def2/J DEFGRID3
* xyz 1 1
H -2.23538 -1.30636 -1.98378
N -1.24037 -1.00606 -1.98955
N -0.43513 -1.57271 -1.28438
N 0.70364 -1.71876 -1.11042
C 1.53301 -1.77290 -0.08937
N 1.47010 -0.82062 0.91034
C 0.69517 0.22338 1.09504
C -0.42151 0.61584 0.27289
C -0.92491 2.07195 0.32100
H 2.41775 -2.35397 -0.30681
H 2.08872 -1.13134 1.60121
H 0.94575 0.85231 1.92124
H -0.13589 0.54683 -0.83852
H -1.42668 0.16300 0.34090
H -0.11916 2.78625 0.44980
H -1.51826 2.10966 1.28188
H -1.39686 2.31348 -0.59147
*
```

=====

What is the stability order? It is <P>, <Q>, <R>, from most stable to least stable.

=====

<P>
# C2H2NO2S

A structure of composition C2H2NO2S (ωB97M-V with the def2-TZVPD basis set, the Open Molecules 2025 dataset).

Computed properties:
orbital gap (spin up / spin down): 5.1 / 8.5 eV

```
! wB97M-V def2-TZVPD RIJCOSX def2/J DEFGRID3
* xyz -1 3
C 1.25545 0.16400 0.68910
C 0.24181 1.09396 0.48551
N 1.39300 0.64951 -0.49481
O -0.54961 -1.40654 0.10902
O -2.42053 0.19512 -0.31467
S -0.91997 -0.00564 -0.19165
H 1.56141 -0.67258 1.28747
H -0.56157 -0.01783 -1.56998
*
```

=====

<Q>
# C2H2NO2S

The ion C2H2NO2S with charge -1 (ωB97M-V with the def2-TZVPD basis set, the Open Molecules 2025 dataset).

Computed properties:
orbital gap (spin up / spin down): 4.8 / 8.0 eV

```
! wB97M-V def2-TZVPD RIJCOSX def2/J DEFGRID3
* xyz -1 3
C 0.02342 0.85502 -1.53350
C -0.19934 2.00905 -0.73434
N -1.15735 0.78602 -1.05900
O 2.09057 1.13959 0.69094
O 0.64779 2.57218 1.82225
S 0.68835 1.54473 0.79389
H 0.66748 0.26154 -2.16038
H -0.21729 0.44477 1.50703
*
```

=====

What is the stability order? It is <Q>, <P>, from most stable to least stable.

=====

<P>
# C3H6IN2

The ion C3H6IN2 with charge +1 (ωB97M-V with the def2-TZVPD basis set, the Open Molecules 2025 dataset).

Computed properties:
SMILES string: [H]/N=C(I)/C=C/[NH3+]
orbital gap: 8.4 eV

```
! wB97M-V def2-TZVPD RIJCOSX def2/J DEFGRID3
* xyz 1 1
H -1.34913 -2.92681 0.84353
N -1.10998 -1.93964 0.79274
C -1.74255 -0.98416 0.27089
I -3.83597 -1.31494 -0.44369
C -1.06655 0.24888 -0.14866
C 0.17376 0.10091 0.31648
N 1.22605 1.10183 -0.04301
H -1.47963 1.09792 -0.80432
H 0.46374 -0.79494 0.99013
H 0.68629 1.74278 -0.59813
H 1.86153 0.50784 -0.61468
H 1.88889 1.55420 0.57700
*
```

=====

<Q>
# C3H6IN2

The ion C3H6IN2 with charge +1 (ωB97M-V with the def2-TZVPD basis set, the Open Molecules 2025 dataset).

Computed properties:
SMILES string: IC1=[NH+]CCN1
orbital gap: 10.2 eV

```
! wB97M-V def2-TZVPD RIJCOSX def2/J DEFGRID3
* xyz 1 1
I -1.84129 2.37018 -1.34015
C -0.73394 0.93941 -0.57472
N -0.98464 0.30897 0.71953
C 0.00161 -0.73622 0.93576
C 0.99999 -0.55275 -0.27682
N 0.39293 0.47072 -1.05332
H -1.90863 0.41195 1.29266
H -0.41569 -1.75493 0.99298
H 0.60611 -0.70472 1.92913
H 2.12296 -0.20408 0.01288
H 0.91068 -1.49788 -0.83662
H 0.84990 0.94934 -1.80131
*
```

=====

What is the stability order? It is <Q>, <P>, from most stable to least stable.

=====

<P>
# C19H23NO

The molecule C19H23NO (ωB97M-V with the def2-TZVPD basis set, the Open Molecules 2025 dataset).

Computed properties:
SMILES string: CC[C@H](C(=O)NCCCc1ccccc1)c1ccccc1
orbital gap: 9.8 eV

```
! wB97M-V def2-TZVPD RIJCOSX def2/J DEFGRID3
* xyz 0 1
C -3.82120 -2.67803 1.06813
C -3.54605 -1.18237 1.17322
C -3.16902 -0.57261 -0.18168
C -1.94691 -1.18384 -0.87206
O -1.89067 -1.28093 -2.07979
N -0.94041 -1.57561 -0.06107
C 0.34700 -1.99060 -0.56584
C 1.43695 -0.97721 -0.21561
C 2.78117 -1.35911 -0.84318
C 3.84423 -0.37623 -0.44252
C 3.97344 0.83262 -1.11515
C 4.92562 1.75771 -0.72710
C 5.76253 1.48648 0.34221
C 5.64072 0.28610 1.02024
C 4.68603 -0.63684 0.63055
C -2.91881 0.91568 -0.09016
C -1.90601 1.43526 0.70828
C -1.68135 2.79890 0.76786
C -2.46514 3.66774 0.02873
C -3.47384 3.16172 -0.77211
C -3.69578 1.79744 -0.83131
H -2.94115 -3.21242 0.71785
H -4.63031 -2.86460 0.36598
H -4.10873 -3.08064 2.03694
H -4.44707 -0.67374 1.52609
H -2.77012 -0.99675 1.91944
H -4.00255 -0.73451 -0.87302
H -1.01873 -1.44359 0.93341
H 0.60132 -2.97470 -0.15592
H 0.24128 -2.07506 -1.64978
H 1.55068 -0.91922 0.87079
H 1.13475 0.00912 -0.57437
H 3.05877 -2.36306 -0.51502
H 2.67395 -1.37185 -1.92945
H 3.32411 1.04659 -1.95219
H 5.01665 2.69243 -1.26109
H 6.50794 2.20722 0.64456
H 6.29171 0.06726 1.85433
H 4.59680 -1.57394 1.16243
H -1.27667 0.77839 1.29095
H -0.88764 3.18343 1.39206
H -2.28782 4.73197 0.07481
H -4.08922 3.83086 -1.35542
H -4.48045 1.41055 -1.46500
*
```

=====

<Q>
# C19H23NO

The molecule C19H23NO (ωB97M-V with the def2-TZVPD basis set, the Open Molecules 2025 dataset).

Computed properties:
SMILES string: C=CCc1cccc(CNc2c(C)cc(C)cc2C)c1O
orbital gap: 8.6 eV

```
! wB97M-V def2-TZVPD RIJCOSX def2/J DEFGRID3
* xyz 0 1
C -1.38653 -5.11663 -3.96914
C -0.66842 -4.48647 -3.05969
C 0.54773 -3.66325 -3.36011
C 0.30799 -2.23582 -2.94343
C -0.32075 -1.34497 -3.79835
C -0.57166 -0.04328 -3.40631
C -0.18723 0.38037 -2.14786
C 0.44532 -0.48573 -1.26923
C 0.87470 -0.02456 0.10932
N 0.59704 1.38023 0.32774
C 0.21025 1.81441 1.60465
C 0.99946 2.72776 2.31850
C 2.29742 3.23240 1.75042
C 0.57588 3.16999 3.56054
C -0.60983 2.72529 4.12624
C -1.05374 3.21836 5.47093
C -1.39125 1.84350 3.39652
C -1.01253 1.39235 2.14147
C -1.94506 0.49817 1.37518
C 0.68202 -1.80316 -1.66912
O 1.28703 -2.71329 -0.84489
H -2.25967 -5.69181 -3.71110
H -1.12672 -5.09120 -5.01526
H -0.94705 -4.52206 -2.01499
H 0.77247 -3.70700 -4.42694
H 1.39472 -4.05867 -2.79567
H -0.61597 -1.68393 -4.78024
H -1.06482 0.64168 -4.07913
H -0.38009 1.39276 -1.82802
H 0.34152 -0.59920 0.87363
H 1.95520 -0.23117 0.23615
H 1.31948 1.96292 -0.07218
H 2.12234 3.86208 0.87641
H 2.82390 3.82879 2.49115
H 2.94800 2.40816 1.45531
H 1.19150 3.87171 4.10650
H -1.66404 4.11546 5.35845
H -1.65227 2.46680 5.98088
H -0.19796 3.47000 6.09350
H -2.33368 1.50725 3.80662
H -1.82720 -0.54577 1.66965
H -1.76655 0.57896 0.30644
H -2.97565 0.77983 1.58219
H 1.50664 -2.30115 -0.00335
*
```

=====

What is the stability order? It is <P>, <Q>, from most stable to least stable.